## a
Computed, not measured: C3H3O2P in the gas phase, with the ωB97M-V functional and the def2-TZVPD basis.

- Orbital gap: 8.978 eV
- Molecular weight: 102.029 g/mol
- Net charge: 0

Each line ends with the natural charge from an NBO analysis.
Element x y z (Å)
C  0.24  0.96  -0.32  -0.44
C  0.01  0.17  -1.34  -0.22
C  0.30  0.42  1.09  0.77
O  0.61  0.88  2.13  -0.52
O  0.10  -0.91  1.13  -0.82
P  -0.09  -2.00  0.04  0.86
H  0.44  2.07  -0.55  0.25
H  -0.01  0.36  -2.35  0.19
H  -1.60  -1.96  0.17  -0.08



## b
Computed, not measured: C3H3O2P in the gas phase, with the ωB97M-V functional and the def2-TZVPD basis.

- Orbital gap (spin up / spin down): 8.115 / 8.114 eV
- Molecular weight: 102.029 g/mol
- Net charge: 0

Each line ends with the natural charge from an NBO analysis.
Element x y z (Å)
C  -0.08  -0.89  0.57  -0.42
C  0.54  -1.14  -0.56  -0.15
C  -0.82  0.39  0.84  0.77
O  -1.39  0.56  1.88  -0.53
O  -0.68  1.32  -0.10  -0.77
P  0.07  1.34  -1.55  0.71
H  -0.55  -1.53  1.26  0.25
H  1.38  -1.59  -0.98  0.21
H  1.54  1.52  -1.37  -0.07



a takes first place; second place is 60.7 kJ/mol up.